# C3H5ClN2

C3H5ClN2 in the gas phase at a distorted geometry (ωB97M-V with the def2-TZVPD basis set, the Open Molecules 2025 dataset).

Last column: natural (NBO) charge in e.
Atoms and positions in Å:
1 H -2.7252 0.3706 -0.1208  0.3336
2 N -1.9876 -0.3379 -0.0005  -0.6948
3 C -0.7718 0.1027 0.0078  0.3947
4 N -0.3532 1.4085 -0.0868  -0.8219
5 C 0.2245 -0.9694 -0.0042  -0.2652
6 C 1.5503 -0.9634 -0.0402  -0.1857
7 Cl 2.6299 0.3933 -0.0127  -0.0232
8 H 0.5695 1.7497 0.1465  0.4069
9 H -1.0892 2.0675 0.1551  0.3834
10 H -0.2202 -1.9606 -0.0237  0.2500
11 H 2.1731 -1.8607 -0.0206  0.2222

SMILES: [H]/N=C(N)/C=C\Cl
Highest occupied orbital energy: -9.207 eV
Energy relative to the best compared isomer or geometry (same formula, charge and spin): 4.2 kJ/mol

***

# C3H5ClN2

C3H5ClN2 in the gas phase at a distorted geometry (ωB97M-V with the def2-TZVPD basis set, the Open Molecules 2025 dataset).

Last column: natural (NBO) charge in e.
Atoms and positions in Å:
1 C -0.5126 -0.7361 -2.0940  -0.3926
2 C 0.2599 -0.4962 -1.0482  -0.0558
3 Cl 1.8998 -1.0714 -1.0864  0.0004
4 C -0.0632 0.2422 0.1517  -0.0548
5 N 0.7135 0.2224 1.1787  -0.1737
6 N 0.3349 0.9839 2.2429  -0.6216
7 H -1.5299 -0.3809 -2.0730  0.2030
8 H -0.1839 -1.2707 -2.9601  0.2213
9 H -1.0205 0.7543 0.2211  0.1641
10 H 0.7788 0.6349 3.0826  0.3701
11 H -0.6769 1.1175 2.3847  0.3396

SMILES: C=C(Cl)/C=N/N
Highest occupied orbital energy: -8.717 eV
Energy relative to the best compared isomer or geometry (same formula, charge and spin): 108.2 kJ/mol

***

# C3H5ClN2

C3H5ClN2 in the gas phase at a distorted geometry (ωB97M-V with the def2-TZVPD basis set, the Open Molecules 2025 dataset).

Last column: natural (NBO) charge in e.
Atoms and positions in Å:
1 C 0.1205 0.9939 0.0087  0.0574
2 C -0.1736 0.1973 -1.1949  -0.2691
3 C 0.5057 0.2168 2.2531  0.0849
4 N 0.1122 0.4176 1.1222  -0.3662
5 N 0.3748 -1.2218 -1.1016  -0.8348
6 Cl -0.5649 -0.2489 3.5046  -0.0071
7 H -0.0484 2.0094 -0.1292  0.1915
8 H -1.2688 0.1044 -1.1272  0.2091
9 H 0.1269 0.5708 -2.1060  0.2074
10 H 1.1506 -1.1560 -0.4324  0.3614
11 H -0.3351 -1.8836 -0.7974  0.3655

Highest occupied orbital energy: -8.278 eV
Energy relative to the best compared isomer or geometry (same formula, charge and spin): 253.6 kJ/mol

***

# C3H5ClN2O

C3H5ClN2O as an isolated structure at a distorted geometry (ωB97M-V with the def2-TZVPD basis set, the Open Molecules 2025 dataset).

Last column: natural (NBO) charge in e.
Atoms and positions in Å:
1 C 1.4020 -0.8008 -0.4690  0.2626
2 C -0.2208 1.1090 -0.5870  -0.0694
3 C -1.4979 0.5980 -0.5316  -0.2887
4 H 1.0627 1.4593 1.6959  0.4552
5 H 0.5366 -1.0502 -1.3899  0.1711
6 H 2.9907 -0.9442 0.8917  0.3409
7 H 0.2676 1.9744 -1.2535  0.2379
8 H -2.1385 1.2870 -1.1876  0.2290
9 N 0.9129 0.4200 -0.0369  -0.2070
10 N 2.4534 -1.4483 -0.1560  -0.6839
11 O 1.6448 1.2230 0.7182  -0.5253
12 Cl -2.2083 -0.6323 0.3749  0.0777

Highest occupied orbital energy: -8.690 eV
Energy relative to the best compared isomer or geometry (same formula, charge and spin): 587.7 kJ/mol

***

# C3H5ClN2OS

C3H5ClN2OS in the gas phase at a distorted geometry (ωB97M-V with the def2-TZVPD basis set, the Open Molecules 2025 dataset).

Last column: natural (NBO) charge in e.
Atoms and positions in Å:
1 N -0.9052 -1.7481 -0.3056  -0.6506
2 N -0.9460 -0.3633 -0.4232  -0.1753
3 C 0.0203 0.3181 0.2046  0.0169
4 C -0.4680 1.8040 -0.1399  -0.4134
5 Cl -0.2381 2.4512 -1.7580  -0.0586
6 C 1.3773 -0.0664 0.6167  0.3917
7 O 2.3039 0.4964 0.1726  -0.4776
8 S 1.4243 -1.5764 1.6166  -0.0013
9 H -1.4394 -1.9565 -1.3996  0.3922
10 H 0.0430 -2.1517 -0.2256  0.3564
11 H 0.2195 2.7642 0.2987  0.2468
12 H -1.5346 1.7871 -0.0736  0.2390
13 H 0.1429 -1.7585 1.4163  0.1339

SMILES: N/N=C(/CCl)C(=O)S
Highest occupied orbital energy: -9.939 eV
Energy relative to the best compared isomer or geometry (same formula, charge and spin): 351.5 kJ/mol

***

# C3H5ClN2OS

C3H5ClN2OS in the gas phase at a distorted geometry (ωB97M-V with the def2-TZVPD basis set, the Open Molecules 2025 dataset).

Last column: natural (NBO) charge in e.
Atoms and positions in Å:
1 N 1.3328 -0.1198 -1.5905  -0.6424
2 N 0.0030 -0.2515 -1.1471  -0.1933
3 C -0.3629 0.0246 0.0271  0.0922
4 C -1.8576 -0.4648 0.3630  -0.3616
5 Cl -3.0122 0.8271 -0.1864  -0.0709
6 C 0.4496 0.5930 1.1815  0.3161
7 O -0.1025 1.1820 2.0767  -0.5254
8 S 2.0764 0.1517 1.6127  0.0459
9 H 1.4643 -0.2112 -2.6207  0.3897
10 H 1.7085 0.6880 -1.2193  0.3501
11 H -2.0736 -0.6587 1.3739  0.2272
12 H -2.0621 -1.3421 -0.2878  0.2351
13 H 2.4362 -0.4186 0.4168  0.1374

SMILES: N/N=C(/CCl)C(=O)S
Highest occupied orbital energy: -9.942 eV
Energy relative to the best compared isomer or geometry (same formula, charge and spin): 147.1 kJ/mol

***

# C3H5ClN4

C3H5ClN4 in the gas phase at a distorted geometry (ωB97M-V with the def2-TZVPD basis set, the Open Molecules 2025 dataset).

Last column: natural (NBO) charge in e.
Atoms and positions in Å:
1 C -2.0040 1.0538 0.1820  0.3459
2 C 1.6569 1.1518 0.2447  0.0155
3 C 1.9653 -1.3511 -0.1842  -0.4437
4 N -1.0068 0.5655 -0.2662  -0.1003
5 N -0.1324 -0.3031 -0.3102  -0.1473
6 N 1.2239 -0.0618 -0.0414  -0.2840
7 N -2.9175 1.9757 -0.0880  -0.8252
8 Cl 3.3998 1.2464 0.3430  -0.0708
9 H 1.3904 -1.9525 -0.8499  0.2328
10 H 2.7914 -1.1222 -0.8558  0.2244
11 H 2.2165 -1.7715 0.9277  0.2319
12 H -2.9299 2.3983 -1.0614  0.3974
13 H -3.8901 1.8070 0.4324  0.4237

Highest occupied orbital energy: -8.122 eV
Energy relative to the best compared isomer or geometry (same formula, charge and spin): 663.5 kJ/mol

***

# C3H5ClNP

C3H5ClNP as an isolated structure at a distorted geometry (ωB97M-V with the def2-TZVPD basis set, the Open Molecules 2025 dataset).

Last column: natural (NBO) charge in e.
Atoms and positions in Å:
1 C 2.6320 -1.0501 -2.8327  -0.0054
2 C -0.1918 0.6305 0.3457  -0.6371
3 C 0.5641 -0.2710 -0.5639  -0.7059
4 N 3.1909 -1.8731 -3.4023  -0.4294
5 P 1.2726 0.7009 -2.0464  0.8852
6 Cl 2.4990 1.7168 -0.8981  -0.2470
7 H -1.2240 0.5887 -0.0423  0.2100
8 H -0.1948 0.1306 1.2415  0.2348
9 H -0.0037 1.7501 0.1995  0.2211
10 H -0.1999 -0.8511 -1.0508  0.2272
11 H 1.3419 -0.8819 -0.0964  0.2466

Highest occupied orbital energy: -10.518 eV
Energy relative to the best compared isomer or geometry (same formula, charge and spin): 190.7 kJ/mol

***

# C3H5ClO

C3H5ClO in the gas phase at a distorted geometry (ωB97M-V with the def2-TZVPD basis set, the Open Molecules 2025 dataset).

Last column: natural (NBO) charge in e.
Atoms and positions in Å:
1 C -0.6970 0.8691 0.3445  -0.5923
2 C -0.3756 -0.4819 -0.3463  -0.5142
3 C 1.0404 -0.7588 0.0830  0.6455
4 O 1.4405 -1.4080 0.9445  -0.4765
5 Cl 2.3528 0.1085 -0.9499  -0.2089
6 H 0.1626 1.4420 0.3684  0.2282
7 H -1.0593 0.7624 1.3676  0.2175
8 H -1.5770 1.1596 -0.2289  0.2236
9 H -0.8047 -1.4311 -0.1968  0.2420
10 H -0.4829 -0.2617 -1.3862  0.2350

SMILES: CCC(=O)Cl
Highest occupied orbital energy: -10.657 eV
Energy relative to the best compared isomer or geometry (same formula, charge and spin): 23.3 kJ/mol

***

# C3H5ClOS

A 2-piece molecular cluster, C3H5ClOS overall at a distorted geometry (ωB97M-V with the def2-TZVPD basis set, the Open Molecules 2025 dataset).

Last column: natural (NBO) charge in e.
Atoms and positions in Å:
1 C -2.1048 0.2089 -0.0661  0.4746
2 C 0.9307 -0.6974 -0.6372  -0.6656
3 C 0.6520 0.7459 -0.0979  -0.3378
4 O -2.9489 0.5142 -0.8256  -0.4902
5 S 0.9818 1.2933 1.5166  0.0988
6 Cl -2.2066 -0.6834 1.4514  -0.0667
7 H 1.9971 -0.6519 -1.0476  0.2175
8 H 0.2854 -0.9075 -1.5755  0.2367
9 H 0.8690 -1.3474 0.1930  0.2115
10 H 1.0360 1.4315 -0.8575  0.1917
11 H 0.5085 0.0937 1.9465  0.1294

Highest occupied orbital energy (spin up / spin down): -8.736 / -7.642 eV
Energy relative to the best compared isomer or geometry (same formula, charge and spin): 340.0 kJ/mol

***

# C3H5ClP

An isolated ion of composition C3H5ClP and charge +1 at a distorted geometry (ωB97M-V with the def2-TZVPD basis set, the Open Molecules 2025 dataset).

Last column: natural (NBO) charge in e.
Atoms and positions in Å:
1 C 0.6503 -1.5711 0.6468  -0.2597
2 C 0.2276 -0.5090 1.3473  -0.4142
3 C -0.9451 0.7608 -0.9838  -0.9317
4 P 0.5493 0.0032 -0.2882  1.2430
5 Cl 2.2254 1.0089 -0.1678  -0.0819
6 H 0.8122 -2.6156 0.5049  0.2879
7 H 0.1033 -0.2494 2.3882  0.2876
8 H -1.2491 1.4368 -0.3177  0.2626
9 H -1.8694 0.2639 -1.3629  0.3225
10 H -0.5046 1.4715 -1.7668  0.2839

Net charge: +1
Highest occupied orbital energy: -15.709 eV
Energy relative to the best compared isomer or geometry (same formula, charge and spin): 44.8 kJ/mol

***

# C3H5ClS

C3H5ClS in the gas phase at a distorted geometry (ωB97M-V with the def2-TZVPD basis set, the Open Molecules 2025 dataset).

Last column: natural (NBO) charge in e.
Atoms and positions in Å:
1 C 0.6333 -0.2015 0.0658  -0.6388
2 C -0.8448 -0.0593 0.3393  -0.3179
3 S -1.8706 -1.5508 -0.1803  -0.0569
4 C -1.6958 0.4219 -0.7372  -0.2336
5 Cl -3.1479 1.3041 -0.3778  0.0532
6 H 0.8976 0.7454 -0.5717  0.2128
7 H 0.7200 -1.1348 -0.6051  0.2421
8 H 1.1619 -0.2021 1.0227  0.2327
9 H -1.1121 0.1494 1.4061  0.2511
10 H -1.2617 0.1773 -1.7028  0.2552

SMILES: C[C@@H]1S[C@H]1Cl
Highest occupied orbital energy: -8.855 eV
Energy relative to the best compared isomer or geometry (same formula, charge and spin): 80.6 kJ/mol

***

Total energy values, unit Eh, following the record order: -686.99433; -686.95473; -686.89935; -762.05331; -1160.30521; -1160.38308; -796.30246; -973.54083; -652.72442; -1050.79607; -918.50147; -975.62603.